Entry 1:
This record from the OMol25 dataset describes a cluster of 5 separate species, C4H17NO4 in total. The level of theory is ωB97M-V/def2-TZVPD.

The spin multiplicity is 1. Its SMILES is C/C=C/NC.O.O.O.O. The energy above the lowest of the compared OMol25 structures with the same formula, charge and spin is 46.4 kJ/mol.

CARTESIAN COORDINATES (ANGSTROEM)
C 0.389 -2.780 0.397
C 0.067 -1.578 -0.412
C -1.114 -0.969 -0.385
N -1.559 0.079 -1.188
C -0.607 0.600 -2.201
H -0.394 -3.077 1.041
H 0.557 -3.666 -0.205
H 1.327 -2.632 1.038
H 0.885 -1.198 -1.042
H -1.867 -1.284 0.272
H -2.024 0.793 -0.714
H 0.372 0.961 -1.818
H -0.307 -0.185 -2.941
H -1.070 1.415 -2.736
H 2.172 1.157 -0.465
H 3.702 1.037 -0.580
O 2.867 1.081 -1.118
H 0.986 2.538 0.991
H -0.007 1.547 0.240
O 0.930 1.618 0.664
H -0.167 -0.875 2.053
H 0.530 0.463 1.939
O -0.187 -0.037 2.455
H -2.372 2.221 1.726
H -1.369 1.070 1.794
O -1.741 1.703 1.195

---

Entry 2:
This record from the OMol25 dataset describes a cluster of 6 separate species, C12H36O6S6 in total. The level of theory is ωB97M-V/def2-TZVPD.

The spin multiplicity is 1. The energy above the lowest of the compared OMol25 structures with the same formula, charge and spin is 171.9 kJ/mol.

CARTESIAN COORDINATES (ANGSTROEM)
C -3.108 -4.814 2.613
S -4.341 -4.131 1.345
O -5.267 -3.130 2.062
C -3.124 -3.002 0.468
H -2.634 -5.714 2.230
H -3.605 -4.966 3.570
H -2.461 -3.953 2.780
H -3.626 -2.215 -0.093
H -2.412 -3.545 -0.150
H -2.654 -2.432 1.271
C 1.317 0.042 -0.506
S -0.116 -0.862 0.111
O -0.786 -1.253 -1.195
C -1.151 0.554 0.790
H 1.653 -0.264 -1.497
H 2.150 0.046 0.196
H 1.045 1.077 -0.732
H -1.839 0.281 1.588
H -1.699 1.002 -0.039
H -0.475 1.311 1.193
C 0.776 -3.988 -3.297
S 2.573 -3.827 -2.765
O 2.894 -2.372 -2.528
C 2.415 -4.679 -1.123
H 0.206 -3.546 -2.479
H 0.491 -5.035 -3.376
H 0.774 -3.381 -4.198
H 1.891 -5.632 -1.140
H 1.778 -3.945 -0.625
H 3.432 -4.668 -0.741
C -1.820 2.217 4.437
S -0.237 3.023 4.130
O 0.682 2.015 3.427
C -0.832 4.179 2.802
H -2.158 1.546 3.651
H -2.510 3.024 4.686
H -1.712 1.664 5.371
H 0.109 4.583 2.427
H -1.458 4.912 3.305
H -1.249 3.648 1.948
C -1.942 1.515 -3.293
S -2.293 1.554 -5.132
O -1.698 0.296 -5.672
C -1.190 3.013 -5.436
H -0.861 1.619 -3.232
H -2.419 0.627 -2.883
H -2.437 2.361 -2.813
H -0.107 2.892 -5.451
H -1.446 3.746 -4.674
H -1.520 3.251 -6.448
C 3.505 3.392 2.084
S 4.272 2.893 0.500
O 5.477 3.722 0.274
C 4.901 1.327 1.209
H 2.945 4.280 1.766
H 4.225 3.783 2.801
H 2.668 2.763 2.389
H 5.770 0.967 0.663
H 4.025 0.680 1.200
H 5.209 1.552 2.229

---

Entry 3:
This record from the OMol25 dataset describes a structure of composition C37H38InNO6P. The level of theory is ωB97M-V/def2-TZVPD.

The spin multiplicity is 1. The net charge is -1. The energy is -2470.3849 hartree.

CARTESIAN COORDINATES (ANGSTROEM)
C 8.562 -3.039 0.727
C 7.362 -1.960 0.477
In 6.913 -1.874 -1.736
C 4.692 -1.869 -2.231
C 3.826 -2.782 -1.245
C 2.399 -3.208 -1.822
C 1.387 -1.987 -2.048
N 0.368 -1.976 -0.954
C 0.131 -0.666 -0.401
C -1.342 -0.143 -0.014
O 1.064 0.143 -0.139
P 8.064 0.216 -2.712
C 7.869 1.678 -1.502
O 9.785 -0.077 -2.791
H 8.655 -3.749 -0.167
H 8.355 -3.627 1.686
H 9.568 -2.498 0.811
H 7.754 -0.980 0.924
H 6.502 -2.304 1.137
H 7.744 -3.305 -2.496
H 4.347 -0.770 -2.188
H 4.618 -2.202 -3.330
H 3.760 -2.336 -0.190
H 4.418 -3.762 -1.113
H 2.526 -3.774 -2.803
H 1.873 -3.931 -1.098
H 0.818 -2.221 -3.021
H 1.914 -1.001 -2.219
H -0.505 -2.440 -1.238
H -2.165 -0.826 -0.392
H -1.520 0.924 -0.370
H -1.399 -0.104 1.132
H 8.841 1.745 -0.891
H 7.755 2.642 -2.117
H 6.945 1.616 -0.845
H 10.042 -0.650 -2.033
C -6.229 -3.242 -4.591
C -5.257 -2.327 -4.191
C -5.127 -1.992 -2.849
C -5.977 -2.563 -1.902
C -6.965 -3.461 -2.305
C -7.082 -3.808 -3.651
C -7.906 -4.038 -1.317
O -8.767 -4.825 -1.668
C -7.788 -3.635 0.104
C -8.702 -4.124 1.037
C -8.592 -3.762 2.374
C -7.563 -2.918 2.787
C -6.654 -2.424 1.859
C -6.771 -2.774 0.514
C -5.818 -2.214 -0.471
O -4.921 -1.472 -0.113
H -6.324 -3.510 -5.638
H -4.600 -1.876 -4.927
H -4.366 -1.283 -2.542
H -7.839 -4.516 -3.969
H -9.504 -4.785 0.723
H -9.307 -4.140 3.098
H -7.473 -2.642 3.832
H -5.858 -1.763 2.185
C -1.527 6.399 5.596
C -1.190 7.616 5.008
C -0.558 7.640 3.770
C -0.251 6.444 3.120
C -0.568 5.226 3.720
C -1.217 5.206 4.955
C -0.203 3.947 3.064
O -0.484 2.883 3.588
C 0.513 3.986 1.769
C 0.914 2.793 1.167
C 1.576 2.818 -0.056
C 1.831 4.035 -0.685
C 1.439 5.227 -0.086
C 0.787 5.206 1.147
C 0.406 6.481 1.793
O 0.632 7.547 1.245
H -2.028 6.381 6.558
H -1.421 8.547 5.515
H -0.302 8.590 3.314
H -1.477 4.261 5.420
H 0.716 1.842 1.649
H 1.890 1.893 -0.518
H 2.341 4.054 -1.643
H 1.645 6.171 -0.579

---

Entry 4:
This record from the OMol25 dataset describes a cluster of 2 separate species, C2H3FN2O in total. The level of theory is ωB97M-V/def2-TZVPD.

The spin multiplicity is 1. The energy above the lowest of the compared OMol25 structures with the same formula, charge and spin is 478.6 kJ/mol.

CARTESIAN COORDINATES (ANGSTROEM)
C 0.460 0.310 -1.003
C -0.995 -0.146 0.578
N -0.533 0.838 -0.355
N 0.701 -0.960 -0.605
O -0.206 -1.298 0.308
F 2.119 0.458 0.901
H 1.172 0.936 -1.767
H -0.577 0.203 1.548
H -2.141 -0.341 0.394

---

Entry 5:
This record from the OMol25 dataset describes a structure of composition C30H32N3. The level of theory is ωB97M-V/def2-TZVPD.

The spin multiplicity is 1. The net charge is +1. The energy above the lowest of the compared OMol25 structures with the same formula, charge and spin is 322.3 kJ/mol.

CARTESIAN COORDINATES (ANGSTROEM)
C -1.046 3.927 1.195
C 0.352 3.625 1.509
C 0.644 2.710 2.536
N -0.468 2.135 3.186
C -1.704 2.032 2.622
N -2.478 1.353 3.505
C -3.840 0.869 3.405
C -1.734 1.045 4.643
C -0.517 1.574 4.476
C 1.966 2.324 2.822
C 2.329 1.264 3.808
C 3.012 2.973 2.137
C 2.760 3.871 1.095
C 3.902 4.430 0.290
C 1.428 4.205 0.807
H -1.207 3.855 0.112
H -1.799 3.016 1.808
H -1.323 4.917 1.582
H -4.186 0.793 2.368
H -3.917 -0.118 3.893
H -4.539 1.528 3.946
H -2.145 0.499 5.472
H 0.334 1.604 5.127
H 3.336 0.904 3.584
H 2.358 1.660 4.830
H 1.668 0.391 3.772
H 4.040 2.727 2.419
H 3.539 5.194 -0.398
H 4.678 4.878 0.920
H 4.389 3.642 -0.299
H 1.224 4.922 0.016
C 0.218 -1.435 -0.411
C -1.158 -1.963 -0.382
N -1.437 -3.239 -0.727
C -2.815 -3.478 -0.659
C -3.450 -2.269 -0.313
C -4.842 -2.226 -0.226
C -5.585 -3.389 -0.501
C -4.923 -4.593 -0.831
C -3.519 -4.641 -0.939
C -2.376 -1.287 -0.140
C -2.525 0.074 0.219
C -3.520 0.843 -0.451
C -4.045 0.468 -1.718
C -5.122 1.134 -2.254
C -5.646 2.252 -1.597
C -6.875 2.864 -2.167
C -5.062 2.734 -0.418
C -4.027 2.022 0.153
H 0.261 -0.362 -0.640
H 0.711 -1.616 0.554
H 0.796 -1.990 -1.160
H -0.722 -3.914 -0.982
H -5.320 -1.282 0.057
H -6.684 -3.364 -0.469
H -5.505 -5.499 -1.032
H -2.946 -5.511 -1.259
H -1.923 0.539 0.989
H -3.576 -0.350 -2.275
H -5.565 0.779 -3.191
H -7.125 3.775 -1.630
H -6.729 3.060 -3.237
H -7.707 2.158 -2.071
H -5.459 3.637 0.045
H -3.580 2.326 1.105

---

Entry 6:
This record from the OMol25 dataset describes the molecule C19H23N3O2. The level of theory is ωB97M-V/def2-TZVPD.

The spin multiplicity is 1. Its SMILES is O=C(NCCc1ccccn1)c1cc(C(=O)C2CCCCC2)c[nH]1. The energy above the lowest of the compared OMol25 structures with the same formula, charge and spin is 67.3 kJ/mol.

CARTESIAN COORDINATES (ANGSTROEM)
O -3.198 -1.457 -1.867
C -2.604 -1.495 -0.810
N -3.163 -1.984 0.336
C -4.590 -2.073 0.498
H -4.847 -2.990 1.034
C -5.118 -0.844 1.266
C -4.721 0.402 0.529
N -3.514 0.893 0.793
C -3.104 1.958 0.119
C -3.861 2.585 -0.854
C -5.116 2.070 -1.137
C -5.554 0.963 -0.433
H -6.523 0.529 -0.628
H -5.738 2.520 -1.896
H -3.475 3.445 -1.379
H -2.115 2.321 0.371
H -6.202 -0.910 1.350
H -4.680 -0.831 2.266
H -5.019 -2.105 -0.506
H -2.622 -1.942 1.186
C -1.214 -1.040 -0.624
C -0.106 -1.148 -1.423
C 0.967 -0.502 -0.755
C 0.447 -0.002 0.428
N -0.851 -0.351 0.508
H -1.529 0.005 1.171
H 0.913 0.570 1.207
C 2.331 -0.415 -1.278
O 2.629 -0.857 -2.367
C 3.363 0.225 -0.359
C 3.789 -0.817 0.685
C 4.844 -0.235 1.621
C 6.059 0.239 0.829
C 5.642 1.272 -0.213
C 4.585 0.694 -1.147
H 4.995 -0.154 -1.697
H 4.278 1.444 -1.880
H 6.512 1.588 -0.792
H 5.239 2.154 0.292
H 6.517 -0.615 0.327
H 6.800 0.668 1.506
H 5.145 -0.991 2.349
H 4.418 0.608 2.170
H 4.202 -1.684 0.165
H 2.920 -1.151 1.256
H 2.911 1.080 0.153
H -0.041 -1.642 -2.371

---

Entry 7:
This record from the OMol25 dataset describes a cluster of 12 separate species, C67H59Cl4F7O8 in total. The level of theory is ωB97M-V/def2-TZVPD.

The spin multiplicity is 1. Its SMILES is ClC(Cl)(Cl)Cl.Oc1ccc(O)cc1.Oc1ccc(O)cc1.Oc1ccc(O)cc1.Oc1ccc(O)cc1.Fc1ccccc1.Fc1ccccc1.Fc1ccccc1.Fc1ccccc1.Fc1ccccc1.Fc1ccccc1.Fc1ccccc1. The energy is -5730.1378 hartree.

CARTESIAN COORDINATES (ANGSTROEM)
F 3.614 -2.579 0.287
C 3.002 -3.075 -0.759
C 3.470 -4.254 -1.366
C 2.875 -4.682 -2.582
C 1.802 -3.982 -3.125
C 1.302 -2.874 -2.459
C 1.899 -2.428 -1.247
H 4.401 -4.706 -1.059
H 3.381 -5.461 -3.133
H 1.423 -4.230 -4.106
H 0.508 -2.300 -2.913
H 1.524 -1.551 -0.741
F -1.813 -1.779 -4.202
C -1.529 -2.595 -5.240
C -0.214 -2.499 -5.735
C 0.116 -3.415 -6.804
C -0.901 -4.114 -7.394
C -2.087 -4.294 -6.782
C -2.436 -3.555 -5.721
H 0.545 -1.854 -5.318
H 1.082 -3.422 -7.289
H -0.683 -4.714 -8.265
H -2.857 -4.935 -7.185
H -3.426 -3.602 -5.293
F -4.424 1.065 -6.100
C -4.579 0.704 -4.786
C -4.124 1.595 -3.804
C -4.335 1.273 -2.467
C -4.882 0.074 -2.115
C -5.358 -0.816 -3.077
C -5.234 -0.463 -4.429
H -3.564 2.479 -4.070
H -3.859 1.919 -1.744
H -4.979 -0.075 -1.050
H -5.813 -1.717 -2.694
H -5.511 -1.085 -5.268
F -0.163 -4.245 4.210
C 0.137 -2.979 3.959
C 0.220 -1.992 4.923
C 0.318 -0.630 4.653
C 0.397 -0.249 3.335
C 0.555 -1.248 2.340
C 0.285 -2.583 2.653
H 0.096 -2.331 5.941
H 0.243 0.091 5.454
H 0.511 0.821 3.248
H 0.836 -0.902 1.356
H 0.210 -3.371 1.918
F -4.417 -3.923 -2.140
C -4.146 -3.568 -0.887
C -3.235 -2.566 -0.576
C -2.868 -2.378 0.755
C -3.448 -3.121 1.717
C -4.509 -3.953 1.483
C -4.840 -4.218 0.159
H -2.753 -1.964 -1.332
H -2.193 -1.556 0.942
H -3.168 -2.934 2.743
H -5.057 -4.381 2.309
H -5.669 -4.879 -0.048
F -1.855 4.078 -2.694
C -0.971 4.514 -3.663
C 0.156 3.778 -3.916
C 1.040 4.172 -4.938
C 0.735 5.260 -5.713
C -0.329 6.109 -5.375
C -1.211 5.707 -4.361
H 0.302 2.860 -3.366
H 1.883 3.510 -5.066
H 1.423 5.504 -6.510
H -0.417 6.997 -5.984
H -2.067 6.305 -4.085
F 3.229 1.033 -3.581
C 4.134 0.111 -3.169
C 4.257 -1.078 -3.888
C 5.292 -1.986 -3.512
C 6.033 -1.706 -2.367
C 5.702 -0.582 -1.592
C 4.823 0.419 -1.998
H 3.709 -1.283 -4.796
H 5.607 -2.741 -4.216
H 6.924 -2.279 -2.156
H 6.400 -0.336 -0.805
H 4.628 1.374 -1.532
C -1.213 2.751 4.946
C -1.056 2.672 6.330
C 0.223 2.820 6.893
C 1.329 3.016 6.065
C 1.169 3.247 4.713
C -0.124 3.103 4.121
O -0.140 3.250 2.760
O 0.245 2.694 8.241
H -2.211 2.727 4.533
H -1.956 2.584 6.921
H 2.330 3.134 6.454
H 1.997 3.455 4.051
H -0.720 2.658 2.276
H 1.145 2.542 8.538
C 0.965 1.291 -1.094
C 0.445 1.423 0.147
C -0.881 1.089 0.417
C -1.621 0.534 -0.607
C -1.076 0.333 -1.876
C 0.238 0.667 -2.047
O 0.901 0.309 -3.156
O -1.579 1.408 1.601
H 1.934 1.690 -1.356
H 0.949 2.082 0.838
H -2.643 0.234 -0.432
H -1.608 -0.134 -2.692
H 1.776 0.701 -3.109
H -2.348 0.899 1.867
C 5.179 1.454 4.115
C 4.386 1.547 2.992
C 4.220 0.446 2.201
C 5.045 -0.678 2.287
C 5.954 -0.702 3.328
C 5.968 0.330 4.281
O 6.757 0.242 5.393
O 3.253 0.532 1.269
H 5.252 2.287 4.799
H 3.752 2.412 2.865
H 5.134 -1.522 1.619
H 6.639 -1.499 3.579
H 6.728 0.986 6.000
H 3.118 -0.370 0.969
C -5.204 0.779 5.600
C -5.070 0.613 4.214
C -3.923 0.125 3.591
C -2.916 -0.382 4.411
C -3.019 -0.291 5.808
C -4.151 0.316 6.412
O -4.265 0.296 7.715
O -3.846 0.157 2.263
H -6.162 1.131 5.952
H -5.854 0.950 3.553
H -1.971 -0.733 4.024
H -2.170 -0.581 6.410
H -3.459 -0.048 8.107
H -4.724 0.351 1.929
C 2.773 5.220 -0.166
Cl 2.585 5.411 -1.908
Cl 3.641 3.664 0.056
Cl 3.588 6.528 0.658
Cl 1.185 5.120 0.533

---

Entry 8:
This record from the OMol25 dataset describes a cluster of 2 separate species, C4H11NO2 in total. The level of theory is ωB97M-V/def2-TZVPD.

The spin multiplicity is 1. Its SMILES is CCNC(C)=O.O. The energy above the lowest of the compared OMol25 structures with the same formula, charge and spin is 172.6 kJ/mol.

CARTESIAN COORDINATES (ANGSTROEM)
C 0.367 -0.841 2.126
C 0.625 -0.495 0.647
N -0.182 0.522 0.156
C -1.566 0.567 0.786
C -2.417 1.666 0.022
O 1.683 -0.839 0.144
H 0.303 0.159 2.514
H 1.258 -1.375 2.451
H -0.651 -1.200 2.340
H 0.091 1.230 -0.474
H -1.837 -0.461 0.890
H -1.397 0.800 1.885
H -2.299 2.030 -0.969
H -3.446 1.285 -0.069
H -2.642 2.625 0.578
H 1.774 -0.565 -2.401
H 2.209 -1.364 -3.602
O 1.549 -0.686 -3.360

---

Entry 9:
This record from the OMol25 dataset describes a structure of composition C6H5NS. The level of theory is ωB97M-V/def2-TZVPD.

The spin multiplicity is 1. The energy above the lowest of the compared OMol25 structures with the same formula, charge and spin is 586.0 kJ/mol.

CARTESIAN COORDINATES (ANGSTROEM)
C 2.554 2.092 -0.249
C 1.763 1.468 0.570
C 0.899 0.399 0.938
C 0.864 -0.960 0.310
C -0.674 -1.299 0.322
C -1.333 -1.559 -0.944
H 3.018 2.955 -0.675
H 0.831 0.202 1.990
H 0.995 -0.555 -0.700
H 1.404 -1.671 0.856
H -1.253 -1.812 1.239
N -2.329 -1.365 -1.902
S -0.820 0.600 0.307

---

no.,strongest force on any atom (eV/Å)
1,3.17
2,2.30
3,4.17
4,3.59
5,3.72
6,0.64
7,3.42
8,3.78
9,14.07